No. 1
{"formula": "C2H6FN", "method": "ωB97M-V/def2-TZVPD", "elements": ["C", "C", "N", "F", "H", "H", "H", "H", "H", "H"], "coordinates": [[1.020510, 0.649190, -0.033067], [-1.045848, -0.582517, -0.257474], [0.275066, -0.574990, 0.178025], [-1.852050, 0.472605, 0.206677], [1.185420, 0.769240, -1.107006], [0.517949, 1.543622, 0.350610], [1.990012, 0.554655, 0.455511], [-1.569264, -1.502849, 0.014301], [-1.020470, -0.460515, -1.352813], [0.498673, -0.868441, 1.545237]], "atomic_forces_ev_per_a": [[0.075, 0.261, -0.123], [-0.382, -0.259, -0.318], [1.642, -1.333, 5.453], [-0.010, 0.179, 0.233], [0.004, 0.094, -0.021], [0.053, -0.059, -0.041], [-0.034, 0.041, -0.136], [0.213, 0.101, -0.008], [-0.052, -0.047, 0.217], [-1.508, 1.025, -5.256]], "lowdin_charge": [-0.18, -0.32, -0.15, -0.08, 0.08, 0.07, 0.07, 0.12, 0.13, 0.27], "de_lowest_kj_mol": 166.06, "e_tot_ha": -234.3481, "homo_lumo_gap_ev": 10.46, "e_homo_ev": -9.677, "spin_multiplicity": 1, "max_force_ev_per_a": 5.8}

---

No. 2
{"formula": "C3H6P2", "method": "ωB97M-V/def2-TZVPD", "elements": ["C", "C", "C", "P", "P", "H", "H", "H", "H", "H", "H"], "coordinates": [[2.269930, -0.107643, -0.149756], [-0.163379, 0.681417, 0.742430], [-2.138565, -0.523117, -0.643931], [-1.751839, 1.041780, -0.109146], [1.240373, 1.180939, -0.376314], [3.165418, -0.225366, -0.678827], [1.999392, -0.856309, 0.531992], [-0.085704, 1.452148, 1.636223], [-0.222304, -0.428734, 0.918309], [-1.452966, -1.433472, -0.453316], [-2.860355, -0.781646, -1.417661]], "atomic_forces_ev_per_a": [[-1.405, 1.467, -0.229], [-0.101, 0.991, 1.140], [1.824, -0.383, -0.031], [-0.795, -1.520, -0.865], [0.386, -0.705, 0.062], [1.223, 0.011, -0.649], [-0.167, -1.135, 0.802], [-0.191, -2.054, -1.262], [0.617, 1.301, 0.617], [-1.031, 1.572, -0.048], [-0.359, 0.455, 0.464]], "lowdin_charge": [-0.36, -0.80, -0.38, 0.75, 0.79, -0.04, -0.03, 0.06, 0.02, 0.02, -0.03], "de_lowest_kj_mol": 141.26, "e_tot_ha": -800.5095, "homo_lumo_gap_ev": 9.26, "e_homo_ev": -9.318, "spin_multiplicity": 1, "max_force_ev_per_a": 2.4, "smiles": "C=PCP=C"}

---

No. 3
{"formula": "C2H6N2O2S", "method": "ωB97M-V/def2-TZVPD", "elements": ["C", "C", "N", "N", "O", "O", "S", "H", "H", "H", "H", "H", "H"], "coordinates": [[0.562121, 0.079381, -0.634312], [1.318733, -1.450537, 0.958799], [-1.885471, 0.700388, -0.524100], [-0.648920, 1.096480, -0.817460], [1.645611, 0.161055, -1.086583], [0.196550, -0.915305, 0.188415], [-0.562341, 2.049308, -2.246848], [1.321583, -0.854187, 1.793476], [2.251977, -1.142988, 0.374652], [1.352736, -2.540413, 0.991416], [-2.073084, 0.609482, 0.477424], [-2.183955, -0.111127, -1.031003], [-1.736863, 1.520699, -2.591619]], "atomic_forces_ev_per_a": [[-3.418, 0.730, 0.069], [1.718, 0.173, -3.853], [-2.099, -0.366, 1.434], [5.239, -1.624, 0.443], [0.838, 1.411, -1.066], [-0.439, -0.119, 0.406], [-0.031, -0.054, 0.068], [0.022, 0.459, 2.670], [-1.110, -0.646, 0.864], [-0.717, 0.331, 0.450], [0.253, 0.074, -0.583], [-0.158, -0.612, -0.120], [-0.101, 0.242, -0.780]], "lowdin_charge": [-0.53, -0.01, -0.07, -0.54, 0.10, -0.06, 0.79, 0.06, 0.11, 0.10, 0.11, 0.08, -0.14], "de_lowest_kj_mol": 274.75, "e_tot_ha": -737.8984, "homo_lumo_gap_ev": 9.36, "e_homo_ev": -8.584, "spin_multiplicity": 1, "max_force_ev_per_a": 5.5, "smiles": "COC(=O)N(N)S"}

---

No. 4
{"formula": "C38H93N5O23S6", "method": "ωB97M-V/def2-TZVPD", "elements": ["C", "C", "O", "H", "H", "H", "H", "H", "H", "C", "C", "O", "H", "H", "H", "H", "H", "H", "C", "C", "O", "H", "H", "H", "H", "H", "H", "C", "C", "O", "H", "H", "H", "H", "H", "H", "C", "C", "O", "H", "H", "H", "H", "H", "H", "C", "C", "N", "H", "H", "H", "C", "C", "N", "H", "H", "H", "C", "C", "N", "H", "H", "H", "C", "C", "N", "H", "H", "H", "C", "C", "N", "H", "H", "H", "O", "S", "O", "O", "C", "C", "C", "H", "H", "H", "H", "H", "H", "H", "H", "O", "S", "O", "O", "C", "C", "C", "H", "H", "H", "H", "H", "H", "H", "H", "O", "S", "O", "O", "C", "C", "C", "H", "H", "H", "H", "H", "H", "H", "H", "O", "S", "O", "O", "C", "C", "C", "H", "H", "H", "H", "H", "H", "H", "H", "O", "S", "O", "O", "C", "C", "C", "H", "H", "H", "H", "H", "H", "H", "H", "O", "S", "O", "O", "C", "C", "C", "H", "H", "H", "H", "H", "H", "H", "H"], "coordinates": [[-0.899007, -22.877277, 6.066926], [-2.140371, -23.544762, 6.594538], [-2.645180, -24.641679, 5.862037], [-0.577705, -22.018068, 6.656050], [-1.124875, -22.481513, 5.076379], [-0.151372, -23.669648, 6.105306], [-3.008518, -22.882956, 6.579001], [-1.925047, -23.886968, 7.607000], [-2.823945, -24.296610, 4.981537], [-1.135486, -26.095532, -1.359200], [-0.974094, -25.684582, -2.820792], [0.358646, -25.690877, -3.132510], [-0.726445, -27.077575, -1.122586], [-2.203520, -26.134789, -1.141224], [-0.720888, -25.321960, -0.712737], [-1.587002, -24.802328, -3.016467], [-1.458926, -26.344448, -3.544413], [0.410532, -25.211096, -3.963220], [-5.899991, -22.868812, -3.796821], [-4.400414, -23.188688, -3.674856], [-3.650143, -22.022068, -3.971641], [-6.482207, -23.720813, -3.443686], [-6.202365, -22.658039, -4.822761], [-6.172245, -22.029692, -3.156364], [-4.117875, -24.055142, -4.273521], [-4.151188, -23.383416, -2.631546], [-3.685888, -21.782872, -4.900938], [-2.074565, -27.081722, 1.902271], [-2.775667, -28.182944, 1.169515], [-3.458404, -28.913329, 2.199520], [-1.465812, -27.533292, 2.686080], [-2.769885, -26.417298, 2.414940], [-1.369821, -26.483082, 1.324219], [-1.997837, -28.795416, 0.711306], [-3.577393, -27.963953, 0.465188], [-2.833954, -29.275062, 2.832821], [0.312132, -26.229374, 4.228477], [1.348915, -25.830694, 3.186976], [1.395168, -24.422192, 3.106612], [0.389670, -27.310739, 4.341694], [-0.695196, -25.891996, 3.987053], [0.642762, -25.663714, 5.099911], [1.109454, -26.301787, 2.232461], [2.327576, -26.248357, 3.426769], [2.195935, -24.142136, 3.555947], [-1.523924, -18.560187, 5.672984], [-1.823261, -19.538721, 4.642097], [-2.040585, -20.283461, 3.813791], [-2.284543, -18.490098, 6.450150], [-1.623750, -17.609490, 5.148551], [-0.532396, -18.816027, 6.044748], [-5.369336, -26.087973, -1.464700], [-5.314366, -26.688691, -2.817495], [-5.359315, -27.240014, -3.832835], [-6.370794, -26.249680, -1.066076], [-5.234047, -25.013878, -1.591092], [-4.659194, -26.416755, -0.706848], [-0.722541, -20.279534, -3.484431], [-0.562647, -21.413521, -2.578108], [-0.387151, -22.351539, -1.913697], [-0.518650, -20.675589, -4.479023], [0.134043, -19.648616, -3.244673], [-1.667585, -19.771459, -3.298893], [-9.650611, -23.122413, -1.943664], [-8.422252, -23.375586, -1.151934], [-7.411638, -23.545428, -0.600511], [-10.173663, -22.240285, -1.575829], [-10.281794, -24.005326, -2.032201], [-9.228962, -22.831133, -2.906391], [-5.241928, -20.221221, 4.201521], [-6.700708, -20.241565, 4.084906], [-7.845653, -20.299515, 4.014855], [-4.833478, -19.399573, 4.788666], [-4.728266, -20.143418, 3.243497], [-4.915702, -21.192138, 4.574863], [-5.949447, -17.300924, 3.244670], [-6.640830, -17.175036, 2.029512], [-6.368223, -16.105480, 1.077436], [-6.602420, -18.583803, 1.182907], [-7.202538, -18.685977, -0.135922], [-7.690048, -20.084992, -0.345482], [-8.411050, -17.171940, 2.468651], [-6.436618, -18.404310, -0.859180], [-8.023225, -17.987089, -0.299335], [-8.457903, -20.006376, -1.115426], [-8.125929, -20.550365, 0.539056], [-6.910683, -20.801430, -0.604678], [-8.619794, -16.160352, 2.817614], [-8.590390, -17.842310, 3.308261], [-9.003267, -17.347659, 1.571643], [-7.287091, -26.948345, 4.254244], [-7.568739, -25.826660, 3.387791], [-8.869631, -25.686859, 2.676439], [-7.238138, -24.439028, 4.200129], [-6.228623, -24.592712, 5.269786], [-6.496946, -23.430111, 6.257862], [-6.246130, -25.718264, 1.995081], [-5.178804, -24.527992, 4.982123], [-6.231925, -25.527143, 5.830018], [-6.564519, -22.476617, 5.735860], [-5.749554, -23.331843, 7.046276], [-7.336101, -23.744832, 6.878807], [-6.487116, -24.810090, 1.443707], [-6.225810, -26.606673, 1.365823], [-5.343466, -25.575370, 2.588583], [-3.168732, -18.425290, -2.334106], [-2.384072, -17.562408, -1.423346], [-0.939911, -17.624478, -1.302333], [-2.821998, -15.995515, -1.743492], [-4.190532, -15.797475, -2.124082], [-4.436498, -14.284152, -1.938339], [-3.146257, -17.640773, 0.223051], [-4.899313, -16.509831, -1.701046], [-4.297894, -16.047892, -3.180336], [-5.349563, -14.000729, -2.462447], [-3.709855, -13.803533, -2.594350], [-4.355740, -13.921301, -0.914852], [-4.208559, -17.416880, 0.132432], [-2.676844, -16.802937, 0.737911], [-2.940535, -18.632549, 0.622275], [3.490762, -18.502799, 6.760865], [4.518263, -19.301827, 6.106851], [5.512700, -20.023971, 6.916865], [3.622906, -20.419358, 5.221297], [2.616935, -20.008632, 4.327296], [1.814479, -21.253665, 3.914674], [5.216030, -18.246156, 4.757789], [3.114335, -19.485106, 3.510313], [1.968179, -19.280110, 4.815315], [2.415993, -21.808461, 3.194394], [0.841171, -20.939797, 3.537826], [1.627215, -21.936544, 4.743349], [5.850728, -18.937420, 4.203769], [5.650615, -17.342500, 5.182501], [4.425669, -17.941539, 4.071993], [-3.257295, -24.021707, 3.288922], [-3.087072, -23.507220, 1.913687], [-3.503678, -24.311037, 0.809306], [-3.742059, -21.977973, 1.893856], [-4.337528, -21.464109, 0.679540], [-3.373598, -21.031562, -0.435581], [-1.399265, -22.949661, 1.595843], [-4.835784, -20.570401, 1.057856], [-5.170513, -22.032140, 0.264216], [-2.558932, -20.451007, -0.003282], [-3.864690, -20.644721, -1.327674], [-2.894130, -21.948510, -0.781724], [-1.417727, -22.561501, 0.577968], [-0.644059, -23.731456, 1.676366], [-1.162005, -22.184526, 2.334793], [0.103167, -17.944116, 2.813095], [1.334522, -17.383845, 2.241132], [2.365683, -16.844120, 3.112912], [1.911804, -18.500041, 1.151360], [1.068267, -19.548492, 0.698053], [1.899162, -20.581572, -0.018108], [0.967512, -16.059986, 0.973848], [0.211086, -19.288782, 0.075600], [0.560489, -20.092408, 1.495494], [1.365821, -21.522380, -0.153959], [2.816861, -20.738987, 0.548985], [2.185097, -20.285574, -1.027955], [0.284761, -16.432582, 0.210393], [1.854676, -15.768967, 0.411738], [0.598382, -15.170956, 1.484224]], "atomic_forces_ev_per_a": [[-0.325, -0.338, -0.400], [-1.209, 0.425, 0.666], [0.898, -0.580, -0.081], [-0.071, -0.146, 0.331], [0.483, -0.300, -0.284], [0.447, 0.386, -0.532], [0.250, 0.810, 0.718], [-0.359, -0.075, 0.079], [-0.030, -0.244, -0.230], [-0.789, 0.195, -0.540], [-2.133, -1.333, 0.564], [1.561, 1.125, -0.643], [0.244, 0.098, -0.144], [-0.101, -0.029, 0.125], [0.219, -0.077, -0.026], [0.789, 1.000, 0.317], [-0.391, -0.889, 0.416], [0.592, -0.037, -0.105], [0.201, -0.632, 0.292], [-0.879, 0.838, 0.107], [0.739, 0.250, 0.051], [-0.082, -0.128, -0.090], [0.121, 0.033, -0.056], [0.165, 0.127, -0.050], [0.063, 0.012, -0.116], [-0.025, -0.211, 0.010], [-0.230, -0.241, -0.100], [0.349, 1.075, 0.127], [0.191, -0.758, 1.342], [-0.633, -0.569, -0.442], [-0.026, -0.200, -0.007], [-0.053, -0.027, -0.105], [-0.169, 0.047, -0.298], [-0.246, -0.248, -0.448], [0.371, 0.437, -0.120], [0.161, 0.095, -0.056], [1.038, 0.422, -0.210], [-0.586, -0.816, 0.003], [0.277, 0.363, -0.472], [-0.369, 0.018, 0.448], [0.078, -0.147, -0.096], [-0.327, -0.519, 0.516], [-0.152, 0.471, -0.389], [0.100, 0.083, 0.294], [-0.050, 0.193, -0.034], [-0.422, 0.170, -0.550], [-0.096, 0.732, 1.265], [-0.224, -1.134, -1.269], [0.140, -0.580, 0.121], [0.795, 0.233, 0.176], [-0.033, 0.617, 0.214], [-0.382, 0.483, -0.587], [0.121, -0.906, 0.238], [0.137, 0.729, 0.731], [-0.019, 0.059, -0.059], [-0.069, 0.022, 0.236], [0.233, -0.319, -0.527], [1.000, -0.515, 0.574], [0.010, -1.698, 0.898], [-0.341, 1.463, -0.787], [-0.597, 0.267, -0.187], [-0.216, 0.486, -0.068], [0.082, -0.093, -0.441], [1.253, 0.300, 0.045], [0.943, -0.316, 0.876], [-1.696, 0.332, -0.900], [-0.133, -0.285, 0.255], [0.065, 0.162, 0.100], [-0.387, -0.189, -0.343], [0.386, -0.353, -0.361], [0.393, 0.231, 0.020], [0.024, 0.108, -0.062], [-0.457, -0.112, 0.264], [-0.417, 0.065, -0.182], [0.044, 0.093, 0.310], [1.553, -0.485, 0.773], [-3.370, 0.078, -2.866], [0.068, -1.091, 1.021], [0.512, 0.848, 1.175], [0.464, 0.522, 0.100], [-0.064, -0.646, 0.123], [0.805, 0.846, -0.126], [0.076, -0.082, -0.066], [0.008, 0.200, 0.518], [0.090, -0.462, -0.185], [-0.282, 0.476, 0.195], [0.063, 0.255, -0.431], [0.077, 0.091, -0.090], [0.141, -0.356, -0.413], [0.015, -0.234, 0.212], [-0.471, 0.809, -0.591], [-0.520, 0.187, -3.069], [2.675, -0.022, 2.222], [0.489, -1.793, 0.058], [0.580, 1.343, 1.508], [0.027, -1.105, 0.181], [-1.067, 0.432, 2.134], [-0.248, 0.176, -1.181], [-0.883, -0.170, -0.452], [-0.537, -0.092, 0.193], [0.698, -0.191, -0.453], [-0.703, 0.729, -0.493], [-0.049, -0.144, -0.016], [-0.194, -0.031, 0.380], [0.213, -0.192, -0.354], [1.922, 1.398, 1.294], [-2.496, 0.377, -0.149], [-1.545, 0.133, -0.583], [1.240, -1.977, 0.375], [-0.528, 0.878, -1.004], [0.102, -0.858, -1.084], [0.732, 0.234, -0.903], [0.170, 0.318, 0.950], [0.302, 0.228, -0.222], [-0.461, -0.127, 0.643], [0.449, 0.130, 0.434], [-0.199, -0.106, -0.138], [0.057, -0.261, -0.121], [0.112, -0.364, 0.377], [-0.055, 0.325, 0.278], [1.338, -0.577, -0.323], [-1.725, -0.099, 0.342], [-1.924, 1.329, -2.313], [2.720, -0.071, 1.737], [-0.831, 0.382, 0.166], [0.756, 0.450, 0.048], [-0.393, -1.293, 0.403], [-0.344, -0.261, -0.450], [-0.063, 0.050, 0.115], [-0.385, -0.041, -0.312], [0.112, -0.129, -0.319], [0.067, 0.298, 0.259], [0.558, 0.452, 0.150], [0.339, -0.420, 0.104], [-0.345, -0.079, 0.411], [0.002, 1.226, -2.733], [1.242, 1.341, 1.710], [-0.646, 0.154, -0.084], [-0.037, -2.196, -0.502], [-0.649, 1.604, -0.471], [0.353, -2.000, 0.837], [-0.184, -0.328, 0.425], [-0.009, 0.127, 0.142], [0.311, -0.819, 0.310], [-0.129, 0.393, -0.353], [-0.048, 0.492, 0.367], [0.149, -0.039, -0.259], [0.053, 0.024, 0.095], [-0.328, -0.307, 0.050], [-0.212, 0.091, -0.083], [1.867, 0.953, -0.725], [-1.201, 0.486, -1.488], [-0.858, -1.340, -1.211], [0.133, 1.485, 1.547], [-1.358, -1.989, -0.059], [0.708, 0.120, -0.414], [0.107, -0.507, 0.516], [0.340, 1.052, -0.227], [0.377, 0.433, 0.677], [-0.105, 0.066, 0.323], [0.006, -0.253, -0.007], [0.086, 0.273, 0.015], [-0.283, -0.203, 0.458], [0.396, -0.337, 0.510], [-0.170, -0.234, 0.134]], "lowdin_charge": [-0.08, -0.33, -0.09, 0.08, 0.05, 0.07, 0.10, 0.11, 0.00, -0.07, -0.38, -0.05, 0.08, 0.05, 0.06, 0.09, 0.11, 0.09, -0.08, -0.31, -0.09, 0.05, 0.07, 0.06, 0.11, 0.09, 0.09, -0.10, -0.29, -0.09, 0.06, 0.06, 0.06, 0.11, 0.10, 0.08, -0.08, -0.32, -0.09, 0.08, 0.06, 0.07, 0.10, 0.11, 0.07, -0.03, -0.27, 0.20, 0.09, 0.09, 0.09, -0.08, -0.26, 0.12, 0.07, 0.04, 0.05, -0.05, -0.25, 0.17, 0.09, 0.08, 0.05, -0.04, -0.23, 0.17, 0.08, 0.09, 0.08, -0.07, -0.27, 0.16, 0.08, 0.04, 0.07, -0.25, 0.60, -0.30, -0.30, -0.26, -0.07, -0.09, 0.11, 0.11, 0.08, 0.09, 0.05, 0.07, 0.05, 0.06, -0.30, 0.69, -0.34, -0.26, -0.24, -0.05, -0.08, 0.08, 0.11, 0.05, 0.07, 0.08, 0.02, 0.06, 0.03, -0.32, 0.69, -0.29, -0.27, -0.28, -0.04, -0.07, 0.09, 0.12, 0.08, 0.08, 0.08, 0.04, 0.08, 0.05, -0.32, 0.70, -0.29, -0.27, -0.29, -0.04, -0.09, 0.09, 0.10, 0.08, 0.05, 0.07, 0.07, 0.08, 0.03, -0.31, 0.67, -0.28, -0.28, -0.24, -0.07, -0.09, 0.09, 0.09, 0.06, 0.08, 0.05, 0.03, 0.06, 0.03, -0.31, 0.69, -0.29, -0.25, -0.30, -0.06, -0.08, 0.10, 0.09, 0.06, 0.08, 0.08, 0.03, 0.07, 0.07], "de_lowest_kj_mol": 0.00, "e_tot_ha": -5896.8238, "homo_lumo_gap_ev": 9.59, "e_homo_ev": -9.625, "spin_multiplicity": 1, "max_force_ev_per_a": 4.4}